# C31H40BrKN4O2P2

C31H40BrKN4O2P2 as an isolated structure (ωB97M-V/def2-TZVPD, the Open Molecules 2025 dataset).

Calculated values
DFT total energy: -5431.3754 a.u.
Charge: -2
ΔE to the lowest compared entry with this formula, charge and spin: 0.841 eV
Gap between HOMO and LUMO: 4.8 eV
LUMO level: 3.5 eV

```
81
Properties=species:S:1:pos:R:3:forces:R:3
K 0.06406 0.17856 -0.21675 0.2 0.2 0.3
C -3.35120 3.37826 -0.77929 0.0 0.1 0.0
P -2.91608 1.65524 -0.29818 0.1 -0.1 -0.1
C -3.58352 1.71457 1.41854 0.0 0.0 0.1
C -4.30622 0.73076 -1.14726 -0.1 0.1 0.1
C -3.88775 -0.54466 -1.88824 0.0 -0.1 0.0
P -2.69770 -1.57959 -0.91582 -0.1 -0.1 0.2
C -2.42081 -3.01984 -2.02364 -0.1 0.0 -0.1
C -4.03482 -2.44379 0.10485 0.0 0.0 0.1
H -4.41122 3.60138 -0.61701 0.0 0.0 0.0
H -3.10980 3.54400 -1.83051 0.0 0.0 0.0
H -2.73577 4.06242 -0.19210 0.0 0.0 0.0
H -4.60646 2.10255 1.47045 0.0 0.0 0.0
H -2.92720 2.35160 2.01386 0.0 0.0 0.0
H -3.56090 0.71282 1.85160 0.0 0.0 0.0
H -4.77480 1.42978 -1.84851 0.0 0.0 0.0
H -5.06704 0.49466 -0.39487 0.0 0.0 0.0
H -3.39814 -0.28492 -2.82512 0.1 0.0 0.0
H -4.78012 -1.14223 -2.11555 0.0 0.0 -0.1
H -3.35944 -3.50408 -2.31515 0.0 0.0 0.0
H -1.80700 -3.75426 -1.49798 0.0 0.0 0.0
H -1.87852 -2.70035 -2.90946 0.0 0.0 0.0
H -4.82888 -2.90170 -0.49716 0.0 0.0 0.0
H -4.49275 -1.73102 0.79690 0.0 0.0 0.0
H -3.56996 -3.22504 0.71343 0.0 0.0 0.0
C 0.78849 -0.49057 3.26566 0.0 -0.1 0.0
N 0.21496 0.77861 2.87660 -0.1 0.0 -0.1
C -0.69755 1.26370 3.88356 0.0 0.0 0.1
C 1.27186 1.75134 2.59475 0.2 0.1 0.0
C 0.78475 3.05566 1.99131 0.1 -0.2 0.0
C 0.69466 4.15909 2.83937 0.0 0.1 0.0
C 0.29877 5.39922 2.35196 0.0 0.0 0.0
C 0.00715 5.49855 0.99742 0.0 0.1 0.1
C 0.10078 4.37272 0.18221 -0.1 -0.1 -0.2
C 0.48393 3.08305 0.60663 0.0 0.2 0.2
H 1.39907 -0.40539 4.18679 0.0 0.0 0.0
H 1.42132 -0.87297 2.46494 0.0 0.0 0.0
H -0.00426 -1.21944 3.44985 0.0 0.0 0.0
H -0.19163 1.42129 4.85875 0.0 0.0 0.0
H -1.50853 0.54669 4.03275 0.0 0.0 0.0
H -1.12409 2.21602 3.57256 0.0 0.0 0.0
H 1.96214 1.27796 1.89298 0.0 0.0 0.0
H 1.84682 1.95743 3.52375 -0.1 -0.1 0.0
H 0.94276 4.05074 3.89486 0.0 0.0 0.0
H 0.22947 6.26224 3.00692 0.0 0.0 0.0
H -0.29086 6.45638 0.57472 0.0 0.0 0.0
H -0.15090 4.52483 -0.87062 0.0 0.0 0.0
Br 9.74166 -3.27479 -4.46718 0.1 0.0 0.0
C 8.56333 -4.04386 -3.18810 -0.1 0.0 0.1
C 7.19896 -4.07677 -3.44983 0.0 0.0 -0.1
C 6.33768 -4.63207 -2.52485 0.1 0.0 0.0
C 6.82974 -5.16673 -1.32778 -0.2 -0.3 0.3
C 8.20414 -5.13840 -1.09712 0.0 0.0 0.0
C 9.07384 -4.56965 -2.01593 0.0 0.0 0.0
N 6.01912 -5.94145 -0.45227 0.1 0.2 -0.2
N 4.88237 -5.55067 -0.04337 0.0 -0.2 0.0
C 4.38687 -4.28640 -0.07491 0.0 0.1 0.0
C 5.12670 -3.08500 -0.18997 0.1 0.1 0.0
C 4.56293 -1.84563 -0.12229 0.0 0.0 0.0
C 3.14626 -1.65403 0.06620 -0.1 0.0 0.0
O 2.60276 -0.54615 0.10419 0.4 -0.1 0.0
C 2.36022 -2.89983 0.26381 0.0 0.1 0.0
N 1.05030 -2.72077 0.51335 0.0 -0.1 0.0
C 0.30109 -3.77948 0.71274 -0.1 0.0 0.0
C 0.80807 -5.08627 0.67733 0.0 0.0 0.0
C 2.13990 -5.28020 0.42029 0.0 0.1 0.0
C 2.97474 -4.16345 0.20823 -0.1 -0.1 0.0
H 6.81172 -3.66421 -4.37196 0.0 0.0 0.0
H 5.27363 -4.64173 -2.72150 0.0 0.0 0.0
H 8.58410 -5.57761 -0.18356 0.0 0.0 0.0
H 10.13716 -4.54347 -1.81781 0.0 0.0 0.0
H 6.20352 -3.14364 -0.28761 -0.1 0.0 0.0
H 5.16322 -0.94621 -0.18061 0.0 0.0 0.0
H -0.75339 -3.59723 0.90111 0.0 0.0 0.0
H 0.14414 -5.92578 0.84619 0.0 0.0 0.0
H 2.57531 -6.26874 0.37611 0.0 0.0 0.0
C -0.88013 -0.37079 -3.62463 0.0 0.0 -0.1
O -1.06532 -0.49930 -2.28551 0.1 -0.1 -0.4
H 0.15621 -0.07614 -3.89479 0.0 0.0 0.0
H -1.52915 0.40320 -4.10520 0.0 0.0 0.0
H -1.06623 -1.30333 -4.21662 0.0 0.0 0.0
```
Forces are in eV/Å.